Entry 1:
{"formula": "C13H20Cl2NO", "method": "the ωB97M-V functional and the def2-TZVPD basis", "elements": ["H", "H", "H", "C", "H", "Cl", "C", "H", "Cl", "C", "H", "C", "N", "H", "H", "C", "H", "H", "H", "H", "H", "C", "C", "H", "H", "H", "C", "O", "C", "C", "C", "H", "H", "C", "C", "H", "H"], "positions_angstrom": [[-6.77160, -1.73034, 0.63871], [-4.73127, -1.63208, -0.78822], [1.27512, 2.08321, -2.06694], [-2.74003, 0.15295, -0.19061], [-0.73158, 2.87855, -0.62150], [-2.16814, -2.52872, -0.60632], [-1.81782, -0.82711, -0.58929], [1.77529, 0.38589, -1.91789], [-3.37485, 2.72041, 0.28755], [-4.74083, -1.19080, 0.21317], [5.03122, 0.73988, 0.81419], [-0.53343, -0.47702, -0.98759], [2.08037, 1.56726, -0.18774], [0.13184, -1.26754, -1.29767], [4.64634, 0.84906, -0.91703], [-2.27899, 1.49350, -0.20823], [-4.30744, -1.89482, 0.93066], [3.97334, -1.22302, 2.18706], [2.65550, 0.83382, 1.69720], [5.47690, -0.55086, -0.28595], [1.56082, 2.29913, 0.30961], [-6.16121, -0.83288, 0.61876], [2.32207, 0.42770, 0.73972], [1.37243, -0.08871, 0.89131], [2.64478, -2.14247, 1.47690], [-6.58795, -0.12922, -0.09031], [3.58331, -1.63892, 1.26189], [-3.99797, 0.02746, 0.21610], [-1.00541, 1.83511, -0.60551], [-0.11532, 0.84289, -1.00881], [3.38678, -0.54220, 0.21698], [3.03591, -1.01258, -0.70573], [2.99967, 1.93818, -0.46208], [4.70524, 0.17901, -0.05918], [1.28305, 1.21285, -1.40773], [-6.16556, -0.37829, 1.60533], [4.28943, -2.37929, 0.89921]], "gap_ev": 8.8, "charge": 1, "smiles": "CCOc1c(Cl)cc(C[NH2+]CC(C)C)cc1Cl", "e_above_lowest_kj_mol": 64.0}

---

Entry 2:
{"formula": "C5H17N2O", "method": "the ωB97M-V functional and the def2-TZVPD basis", "elements": ["N", "H", "H", "H", "H", "H", "H", "H", "C", "H", "H", "H", "C", "H", "H", "C", "H", "H", "H", "C", "H", "N", "O", "C", "H"], "positions_angstrom": [[-0.22348, -1.26994, -0.51666], [0.04644, -0.37482, 2.09532], [-1.06025, 1.68098, 3.30676], [1.65861, 2.47099, -0.88851], [0.03219, -2.25649, -0.17180], [-1.97942, -1.83491, 0.56627], [0.61865, 2.14315, 2.37793], [-2.35242, 0.03334, 1.57060], [-0.40168, 1.72752, 2.31352], [-1.94574, 1.03721, 0.09316], [2.30088, -1.58399, -2.90334], [-2.32774, -0.91053, -0.91326], [0.15709, -1.17855, -1.94783], [1.89323, -2.53964, -1.82189], [-0.31966, -1.85887, -2.68589], [1.71055, -1.43519, -1.97765], [0.53095, 0.66462, 0.78290], [1.99744, 2.57791, 0.49618], [-0.80625, 2.43963, 1.69095], [-1.59540, 0.22817, 0.78250], [2.22608, -0.84236, -1.33031], [-0.25340, 0.47655, 1.54981], [1.60194, 1.84864, -0.11363], [-1.58266, -1.05356, -0.10399], [0.07407, -0.18985, -2.25115]], "gap_ev": 9.9, "charge": 1, "e_above_lowest_kj_mol": 260.5}

---

Entry 3:
{"formula": "C59H56NO5Tl", "method": "the ωB97M-V functional and the def2-TZVPD basis", "elements": ["C", "H", "O", "H", "C", "H", "C", "C", "H", "H", "C", "H", "H", "H", "C", "C", "C", "C", "H", "C", "H", "C", "H", "H", "H", "H", "C", "H", "H", "H", "H", "C", "O", "H", "H", "H", "C", "C", "C", "C", "H", "N", "O", "C", "H", "H", "C", "H", "C", "H", "H", "C", "C", "C", "H", "C", "H", "C", "C", "C", "H", "H", "O", "H", "H", "C", "C", "H", "H", "C", "C", "C", "H", "H", "H", "C", "H", "H", "H", "H", "C", "H", "H", "H", "O", "H", "H", "C", "C", "C", "C", "H", "C", "C", "C", "C", "H", "C", "H", "C", "H", "C", "H", "C", "H", "H", "C", "C", "C", "C", "C", "C", "C", "C", "H", "C", "C", "H", "Tl", "C", "C", "C"], "positions_angstrom": [[-4.97169, 0.78842, -2.79333], [-2.32912, -1.19441, 4.79833], [-0.69742, -1.35046, -0.63792], [-3.57043, 0.15222, 1.70404], [-2.14138, 2.21688, 2.63068], [-3.60226, 3.74067, -1.92095], [3.04823, -4.43860, -1.72261], [-2.51141, 1.28306, -2.52587], [2.29897, -6.30193, -0.95291], [-4.68145, -0.21276, -3.08911], [-5.70658, 3.32410, -1.99006], [5.77473, 0.23384, -3.69308], [1.88580, 5.22966, -0.82989], [1.67911, 2.78249, -0.95410], [-6.31553, 1.11132, -2.67582], [3.73322, 5.19127, 0.27202], [-1.55106, 2.53436, -2.54181], [0.64599, -3.33405, -0.76619], [1.97717, 3.32340, 3.16197], [6.52393, -0.95832, -2.06473], [-4.53942, -3.20505, -2.65033], [-2.15141, 0.47951, -3.77334], [-4.17370, 2.25091, 1.88630], [7.00664, -2.01686, -0.26437], [5.57240, 4.81445, 1.32167], [-1.63235, -5.06524, 0.85618], [-4.36231, 2.99703, -2.11839], [-3.31966, 3.77778, 1.71328], [1.42159, -1.47634, -1.47230], [-1.79195, -0.22626, -1.33516], [7.30408, -1.42818, -2.65244], [3.15638, 0.49007, 1.68510], [-0.65820, 2.57050, -1.66965], [-7.07098, 0.36432, -2.89135], [-0.07722, -1.99415, -4.80874], [-2.50016, -2.00367, -1.98179], [1.59338, -2.54152, -1.40808], [4.66084, 0.55761, -1.89716], [1.62670, -3.36581, 2.55652], [0.01235, 2.54760, 3.68429], [2.42507, 1.19979, 2.08342], [1.40292, -1.16854, 1.68117], [2.16060, 0.51351, -0.54870], [1.11787, 0.67870, 4.97397], [0.18384, 4.60170, 2.02258], [-3.41134, 1.62777, -5.06618], [-4.22827, -4.82985, -1.28134], [-1.11241, -1.43027, -6.99663], [3.44561, -1.82413, 2.69285], [-1.15592, -1.81126, 1.69699], [-4.26980, 0.19355, 3.32613], [-2.22318, 0.93618, 3.18502], [-6.69002, 2.38620, -2.27173], [-3.89635, -3.62638, -1.88609], [3.98031, -4.86070, -2.08188], [-0.82484, -1.21284, -4.87823], [-0.70018, -0.78902, -2.79284], [-1.18951, -0.52561, -3.72559], [4.47990, 0.23636, -0.54822], [-1.19935, 0.47784, 4.01953], [3.83292, 6.26996, 0.31695], [1.19170, -4.34353, 2.72498], [-2.41998, 0.53048, -1.32770], [1.06689, 0.86389, 6.05350], [3.96944, 1.25522, -2.35428], [-2.24042, -4.64760, 0.06420], [2.10880, -5.24252, -1.08927], [-1.20847, 4.17153, 1.06702], [-5.12845, -5.36247, -1.56527], [0.89227, -2.37833, 1.90494], [-0.85943, 4.30186, 2.09174], [5.34592, -0.68499, 0.01957], [-1.42260, 5.12988, 2.53664], [4.45236, -1.56732, 3.00016], [-7.73868, 2.64388, -2.17392], [-3.34724, 0.01675, 2.76244], [0.94064, 4.47067, 3.99756], [5.34607, 2.36315, 1.20567], [-3.07587, -1.02976, 2.88639], [-2.78472, 0.40229, -7.10917], [-3.20287, 2.69517, 1.67286], [3.52020, -2.43140, -2.33003], [2.05696, 1.09309, 4.61048], [-3.63585, -6.26728, 0.20152], [-1.79095, 3.34731, -3.45086], [-2.93774, 2.42445, 0.64379], [0.22994, -5.34640, -0.10401], [4.57426, 2.99494, 0.77653], [-2.74556, -2.94391, -1.51601], [-1.01937, 3.01420, 2.86585], [2.51466, 3.22732, -0.42491], [3.50703, -3.81479, 3.49138], [-1.29526, -0.86753, 4.70319], [-2.70344, 0.81117, -5.01004], [-1.40055, -0.89579, -6.09844], [2.78481, -3.08501, -1.87431], [5.23039, -0.97085, 1.05393], [3.25557, 0.86936, 0.14456], [-0.74914, -1.64596, 4.16374], [4.70709, 4.37439, 0.83802], [-5.98494, 4.32199, -1.67061], [2.64455, 4.61187, -0.36440], [1.17741, -0.39919, 4.82514], [1.22054, 3.41899, 3.94816], [-0.87531, -0.81852, 5.70918], [4.10858, 0.67793, 2.18987], [-3.39138, -5.33561, -0.29669], [-1.88417, -3.44103, -0.54248], [3.46952, 2.40538, 0.16221], [6.35883, -1.28269, -0.73034], [-2.33976, 0.12728, -6.15923], [-0.49679, -2.62832, 1.39593], [-0.05987, 1.26218, 4.22625], [2.66267, -0.88902, 2.01590], [1.69464, 3.16573, 4.89557], [-0.60806, -2.62410, -0.18155], [0.92653, -4.69178, -0.61132], [-0.87202, -3.55647, 1.82752], [-0.03752, 0.88160, 0.40160], [5.66537, -0.02543, -2.64627], [2.91521, -3.07187, 2.96808], [-3.97620, 1.72473, -2.52510]], "gap_ev": 6.2, "charge": -2, "e_above_lowest_kj_mol": 25.3}

---

Entry 4:
{"formula": "C7H13B", "method": "the ωB97M-V functional and the def2-TZVPD basis", "elements": ["H", "H", "C", "H", "H", "H", "C", "C", "H", "H", "C", "H", "H", "H", "B", "C", "H", "C", "C", "H", "H"], "positions_angstrom": [[0.30037, -3.30347, 2.16480], [-2.56414, 0.08826, -2.34948], [-1.74410, 0.71151, -1.93985], [-1.98469, 1.02691, -0.94332], [0.67396, 1.56083, -0.18226], [0.56020, -1.83088, -2.38706], [-0.49318, -0.01863, -2.06080], [-0.34857, -1.28901, -2.19101], [-0.10266, 2.02069, 2.55044], [1.63874, 2.07275, 2.60557], [0.79056, 2.30041, 1.96652], [-1.63452, 1.62108, -2.48333], [0.72765, -1.62641, 3.00323], [0.72354, -2.26944, -0.04482], [0.93290, -0.20419, 0.89545], [0.69394, -2.26578, 2.08021], [0.88634, 3.37378, 1.78357], [0.84973, 1.23897, 0.85640], [0.78573, -1.74161, 0.85736], [0.56631, 0.41330, -1.95730], [-1.25810, -1.87909, -2.22432]], "gap_ev": 8.1, "charge": 0, "smiles": "C=C/B=C/C.C=CC", "e_above_lowest_kj_mol": 260.2}

---

Entry 5:
{"formula": "CBr2ClNP", "method": "the ωB97M-V functional and the def2-TZVPD basis", "elements": ["C", "Br", "Cl", "P", "N", "Br"], "positions_angstrom": [[-0.41803, -0.92323, -0.96620], [-0.86814, 1.78899, -1.84427], [1.36952, -0.17292, 3.16258], [0.64378, 0.48031, -0.99555], [-1.06423, -1.92944, -0.98396], [0.33711, 0.75629, 1.62741]], "gap_ev": 7.4, "charge": 1, "e_above_lowest_kj_mol": 135.5}

---

Entry 6:
{"formula": "C6H12N4O2S", "method": "the ωB97M-V functional and the def2-TZVPD basis", "elements": ["C", "N", "C", "O", "H", "O", "H", "C", "H", "N", "H", "H", "S", "H", "H", "H", "N", "C", "H", "H", "C", "H", "H", "C", "N"], "positions_angstrom": [[-2.34062, 0.30925, -0.43019], [1.25528, 0.71811, 0.36679], [2.58694, 0.06582, -0.62226], [3.66644, -0.00592, 0.02470], [-1.62890, -2.62681, 0.43234], [0.80418, -1.63707, 1.04098], [-1.35571, 1.51822, 0.89511], [-1.36547, -1.74880, -0.00293], [-0.83377, 1.84734, -0.66213], [-0.36688, -1.01926, 0.74168], [3.62187, 1.18138, 1.67176], [-4.11105, 1.72087, -0.28743], [2.25905, -0.44526, -2.18725], [0.21900, -0.08477, -1.12781], [-3.12023, 1.64242, -1.98385], [-0.75615, -2.18630, -0.86671], [-2.49328, -0.94520, -0.41083], [-1.08467, 1.08691, -0.04896], [4.67007, -0.25597, 1.78998], [1.40641, -0.84961, 0.96627], [3.71578, 0.24729, 1.42054], [2.78018, -0.23719, 1.88125], [-4.18577, 0.40337, -1.42647], [-3.43545, 1.10828, -1.05009], [0.09279, 0.19294, -0.12450]], "gap_ev": 9.2, "charge": 0, "smiles": "CO/C([S-])=N/[N@@H+]1CC(C)=NCN1O", "e_above_lowest_kj_mol": 529.6}